Record 1
BrZn | ωB97M-V/def2-TZVPD

Values from the calculation:
Highest occupied orbital energy (spin up / spin down), eV: -8.965 / -9.855
Total charge: 0
Multiplicity: 2
Lowest unoccupied orbital energy (spin up / spin down), eV: 0.01 / -2.71
Expectation value of S²: 0.758

CARTESIAN COORDINATES (ANGSTROEM)
Zn -0.985 0.693 0.536
Br 0.985 -0.693 -0.536

Record 2
C4H11N4OP | ωB97M-V/def2-TZVPD

Values from the calculation:
Highest occupied orbital energy, eV: -9.214
Total charge: 0
Energy relative to the best compared isomer or geometry (same formula, charge and spin), eV: 0.164
Lowest unoccupied orbital energy, eV: 0.59

CARTESIAN COORDINATES (ANGSTROEM)
C 1.998 -1.381 -0.535
C 1.388 1.736 0.918
C 2.029 -0.540 0.539
C 1.012 0.487 0.740
N -1.474 2.259 -1.274
N -1.360 -2.166 1.419
N -1.351 0.849 -1.287
N -1.268 -1.496 0.145
O -1.652 0.723 1.285
P -0.917 0.111 0.199
H 2.710 -2.127 -0.865
H 1.114 -1.405 -1.109
H 0.620 2.487 0.797
H 2.377 1.901 1.158
H 2.923 -0.470 1.099
H -2.446 2.368 -1.198
H -0.707 2.799 -0.838
H -0.505 -2.207 2.106
H -1.868 -1.485 1.897
H -0.714 0.665 -2.095
H -1.019 -2.234 -0.448

Record 3
C17H21BrCl2O4W | ωB97M-V/def2-TZVPD

Values from the calculation:
Highest occupied orbital energy (spin up / spin down), eV: 0.726 / 0.727
Total charge: -2
Energy relative to the best compared isomer or geometry (same formula, charge and spin), eV: 4.927
Multiplicity: 3
Lowest unoccupied orbital energy (spin up / spin down), eV: 4.50 / 4.50
Expectation value of S²: 2.022

CARTESIAN COORDINATES (ANGSTROEM)
C 0.853 -2.364 -1.942
C 1.258 -2.862 -0.651
C 2.240 -1.981 -0.111
C 0.721 -4.104 0.004
C 2.367 -0.870 -1.075
C 1.614 -1.215 -2.244
C 1.643 -0.455 -3.545
C -0.162 -2.974 -2.866
C 2.970 -2.087 1.188
C 3.442 0.150 -1.079
W 0.337 -0.963 0.436
Cl 0.219 -1.628 2.508
Cl -1.592 -1.773 -0.447
O 1.321 0.845 0.435
H -0.238 -4.454 -0.437
H 0.562 -3.988 1.089
H 1.499 -4.863 -0.152
H 2.444 -2.655 1.968
H 3.260 -1.095 1.624
H 3.851 -2.640 0.870
H 3.680 0.471 -0.058
H 3.174 1.037 -1.672
H 4.361 -0.267 -1.525
H 1.819 0.610 -3.336
H 0.672 -0.501 -4.056
H 2.420 -0.773 -4.273
H -0.912 -3.551 -2.309
H 0.320 -3.660 -3.584
H -0.701 -2.206 -3.449
H 0.844 1.430 1.060
O -1.416 1.433 -3.468
H -1.139 1.291 -2.344
Br -0.050 2.916 2.953
C -1.915 3.290 2.903
C -2.530 4.106 3.867
C -3.894 4.435 3.727
C -4.615 4.008 2.590
C -3.983 3.204 1.644
C -2.675 2.794 1.850
C -2.011 1.937 0.773
O -1.898 2.526 -0.326
O -1.683 0.759 1.093
H -1.945 4.460 4.705
H -4.385 5.023 4.499
H -5.654 4.300 2.448
H -4.493 2.900 0.714

Record 4
CN2O2S | ωB97M-V/def2-TZVPD

Values from the calculation:
Highest occupied orbital energy (spin up / spin down), eV: -11.090 / -11.088
Total charge: 0
Energy relative to the best compared isomer or geometry (same formula, charge and spin), eV: 9.148
Lowest unoccupied orbital energy (spin up / spin down), eV: -5.27 / -5.27

CARTESIAN COORDINATES (ANGSTROEM)
C 0.585 1.639 0.607
N 1.308 2.496 0.881
N -0.390 -1.039 -0.507
O -0.772 -2.092 -0.968
O 0.260 -0.160 -1.064
S -0.991 -0.844 1.051

Record 5
C2H5Cl3Si | ωB97M-V/def2-TZVPD

Values from the calculation:
Highest occupied orbital energy (spin up / spin down), eV: -9.032 / -8.767
Total charge: 0
Energy relative to the best compared isomer or geometry (same formula, charge and spin), eV: 6.076
Lowest unoccupied orbital energy (spin up / spin down), eV: -0.73 / 0.02

CARTESIAN COORDINATES (ANGSTROEM)
C -1.109 -0.279 -1.540
C 0.848 -0.864 0.631
Si 0.606 0.894 1.093
Cl 0.168 -2.177 1.455
Cl -1.294 1.216 1.441
Cl 1.328 1.938 -0.488
H -0.701 0.290 -2.286
H -1.388 -1.158 -2.001
H -1.638 -0.003 -0.628
H 1.734 -1.104 -0.113
H 1.446 1.248 2.437

Record 6
C2H7BO2 | ωB97M-V/def2-TZVPD

Values from the calculation:
Highest occupied orbital energy, eV: -9.469
Total charge: 0
Energy relative to the best compared isomer or geometry (same formula, charge and spin), eV: 2.211
Lowest unoccupied orbital energy, eV: 0.57

CARTESIAN COORDINATES (ANGSTROEM)
B -0.315 1.338 0.371
C 1.295 0.047 -0.299
C -1.387 -0.771 0.827
O -0.395 2.683 0.343
O -1.445 0.668 0.601
H 2.225 0.340 -0.880
H 0.738 -0.699 -0.842
H 1.580 -0.394 0.621
H -0.367 -1.121 0.560
H -2.222 -1.238 0.223
H -1.746 -1.088 1.827
H 0.398 3.177 -0.060

Record 7
C11H26NO5P2 | ωB97M-V/def2-TZVPD

Values from the calculation:
Highest occupied orbital energy, eV: -4.365
Total charge: -1
Lowest unoccupied orbital energy, eV: 2.50

CARTESIAN COORDINATES (ANGSTROEM)
C 0.140 -2.442 0.498
C -1.039 -1.820 0.359
P -1.779 -0.509 1.548
C -2.030 -1.764 2.980
C -1.298 -1.517 4.286
C -1.626 -0.183 4.952
O -1.664 -2.565 5.240
O -0.163 -0.051 2.046
C 0.499 0.778 1.149
C 1.240 1.953 1.794
C -0.393 1.021 -0.107
P -0.389 2.655 -0.962
O -1.722 3.026 -1.507
O -1.686 0.621 0.195
H 0.635 -2.445 1.465
H 0.661 -2.946 -0.310
H -1.661 -2.070 -0.501
H -3.115 -0.804 1.095
H -2.259 0.560 2.390
H -3.104 -1.759 3.196
H -1.779 -2.778 2.660
H -0.218 -1.589 4.172
H -1.787 -0.368 6.014
H -0.816 0.538 4.863
H -2.530 0.277 4.562
H -2.305 -3.111 4.789
H 1.314 0.153 0.749
H 0.746 2.914 1.661
H 2.224 2.030 1.333
H 1.374 1.795 2.860
H -0.041 0.341 -0.900
H 0.565 2.518 -1.998
H 0.082 3.713 -0.155
C 3.456 -0.129 -5.059
C 2.407 0.188 -4.016
O 2.646 0.117 -2.824
N 1.180 0.564 -4.464
C 0.732 0.709 -5.834
H 4.373 -0.408 -4.549
H 3.137 -0.961 -5.689
H 3.653 0.741 -5.687
H 0.520 0.760 -3.726
H 0.403 1.734 -6.013
H -0.112 0.042 -6.024
H 1.529 0.470 -6.529

Record 8
CH3O3PS | ωB97M-V/def2-TZVPD

Values from the calculation:
Highest occupied orbital energy, eV: -8.796
Total charge: 0
Energy relative to the best compared isomer or geometry (same formula, charge and spin), eV: 1.725
Lowest unoccupied orbital energy, eV: -1.19

CARTESIAN COORDINATES (ANGSTROEM)
C -0.191 0.234 0.096
O -1.311 0.863 0.567
O 0.889 0.390 1.043
O 0.091 0.512 -1.219
P -0.360 -1.670 0.451
S 0.371 -2.449 -1.139
H -1.052 1.215 1.380
H 1.625 1.054 0.780
H -0.062 -0.148 -1.959

Record 9
C5H13NO2 | ωB97M-V/def2-TZVPD

Values from the calculation:
Highest occupied orbital energy, eV: -7.876
Total charge: 0
Energy relative to the best compared isomer or geometry (same formula, charge and spin), eV: 3.261
Lowest unoccupied orbital energy, eV: 0.50

CARTESIAN COORDINATES (ANGSTROEM)
N 1.847 1.854 0.690
C 1.128 0.643 0.220
C 0.567 0.629 -1.044
C 0.038 -0.614 -1.496
C -0.808 -0.715 -2.572
C -1.322 -1.906 -3.333
H 1.519 2.054 1.652
H 1.771 2.563 -0.016
H 1.254 -0.136 0.951
H 0.498 1.507 -1.671
H 0.486 -1.480 -1.099
H -1.157 0.293 -3.118
H -2.149 -2.456 -2.797
H -1.720 -1.498 -4.280
H -0.330 -2.444 -3.618
H -0.338 1.723 2.906
H -1.229 0.644 2.381
O -0.868 1.001 3.199
H 0.255 -0.450 3.586
H 0.078 -0.355 5.048
O 0.480 -0.857 4.411

Record 10
C5H11NO3 | ωB97M-V/def2-TZVPD

Values from the calculation:
Highest occupied orbital energy (spin up / spin down), eV: -7.613 / -7.613
Total charge: 0
Energy relative to the best compared isomer or geometry (same formula, charge and spin), eV: 4.364
Lowest unoccupied orbital energy (spin up / spin down), eV: 0.12 / 0.12

CARTESIAN COORDINATES (ANGSTROEM)
C -1.929 1.592 0.843
C 0.827 0.925 1.114
C -0.256 0.699 0.098
O -2.294 2.290 -0.165
O -0.242 1.316 -1.074
H -1.210 1.905 -1.069
H -1.545 2.095 1.743
H -2.427 0.629 1.040
H 0.818 1.968 1.444
H 0.608 0.303 1.982
H 1.844 0.722 0.762
C 1.243 -2.101 0.042
C 0.177 -1.277 -0.613
N 0.140 -1.276 -1.969
O -0.863 -0.845 0.044
H -0.471 -0.585 -2.382
H 1.010 -1.423 -2.460
H 1.035 -2.223 1.104
H 1.312 -3.086 -0.419
H 2.223 -1.627 -0.066

Record 11
C42H70GaN2O33 | ωB97M-V/def2-TZVPD

Values from the calculation:
Highest occupied orbital energy, eV: -3.785
Total charge: -1
Lowest unoccupied orbital energy, eV: 1.31

CARTESIAN COORDINATES (ANGSTROEM)
C 0.939 1.930 -3.915
C 0.765 2.787 -2.642
C -0.728 3.098 -2.602
C -1.318 3.666 -1.276
N -0.383 4.195 -0.298
Ga -0.194 3.104 1.274
N 0.315 1.279 0.747
C -1.883 3.037 2.455
O -3.102 2.843 1.717
C -3.159 1.570 1.312
O -3.614 0.709 2.348
C -3.172 -0.582 2.064
C -1.919 -0.776 2.937
O -0.739 -1.113 2.214
C 1.346 3.764 2.487
C 1.285 5.255 2.820
C 1.989 6.037 1.687
C 2.143 5.481 4.075
H 0.388 1.020 -3.752
H 0.487 2.439 -4.753
H 1.961 1.736 -4.144
H 1.339 3.682 -2.731
H 1.052 2.195 -1.800
H -1.202 2.138 -2.760
H -1.006 3.709 -3.446
H -1.883 2.851 -0.832
H -2.041 4.417 -1.561
H -0.725 5.106 -0.045
H 0.244 0.745 1.595
H 1.310 1.352 0.607
H -1.961 3.986 2.966
H -1.757 2.309 3.255
H -3.826 1.488 0.461
H -2.174 1.253 0.978
H -2.994 -0.721 1.010
H -3.916 -1.314 2.314
H -2.163 -1.514 3.689
H -1.712 0.176 3.391
H -0.078 -1.075 2.881
H 1.366 3.192 3.405
H 2.259 3.541 1.950
H 0.287 5.644 2.929
H 2.672 5.397 1.166
H 2.583 6.806 2.156
H 1.291 6.485 1.012
H 1.811 4.827 4.866
H 3.132 5.162 3.794
H 2.196 6.510 4.367
C 3.615 2.404 3.937
C 2.581 2.512 5.023
O 1.629 1.509 4.639
C 2.263 0.603 3.877
O 1.788 -0.423 3.542
O 3.500 1.021 3.547
H 4.618 2.627 4.285
H 3.388 3.034 3.077
H 2.978 2.262 6.011
H 2.119 3.492 5.065
C -2.413 8.842 -2.933
C -3.596 7.918 -3.118
O -3.275 6.832 -2.248
C -2.427 7.295 -1.298
O -2.112 6.695 -0.349
O -1.997 8.546 -1.598
H -2.677 9.892 -3.033
H -1.593 8.615 -3.617
H -4.535 8.368 -2.791
H -3.707 7.574 -4.142
C -5.525 4.828 0.404
C -6.272 3.520 0.384
O -7.642 3.947 0.512
C -7.723 5.219 0.069
O -8.733 5.797 -0.110
O -6.499 5.743 -0.142
H -4.623 4.805 -0.201
H -5.265 5.144 1.414
H -6.156 2.984 -0.561
H -5.987 2.862 1.200
C 5.745 -3.515 -0.930
C 5.233 -3.152 -2.302
O 5.467 -1.736 -2.355
C 6.457 -1.451 -1.486
O 6.996 -0.408 -1.421
O 6.755 -2.516 -0.711
H 6.171 -4.514 -0.889
H 4.983 -3.423 -0.160
H 5.799 -3.632 -3.103
H 4.178 -3.375 -2.431
C 6.647 2.184 -4.330
C 5.696 1.014 -4.398
O 4.475 1.577 -3.879
C 4.527 2.923 -4.073
O 3.626 3.664 -3.945
O 5.767 3.303 -4.472
H 7.386 2.174 -5.127
H 7.162 2.250 -3.370
H 5.519 0.676 -5.422
H 6.022 0.168 -3.803
C -1.775 -4.644 1.829
C -2.210 -4.170 0.485
O -3.285 -5.073 0.162
C -3.768 -5.559 1.331
O -4.751 -6.201 1.426
O -2.979 -5.213 2.377
H -1.409 -3.829 2.447
H -1.014 -5.424 1.772
H -2.591 -3.148 0.514
H -1.420 -4.226 -0.256
C -0.835 -8.702 -1.936
C -1.148 -7.473 -2.747
O -0.830 -6.411 -1.833
C 0.057 -6.889 -0.938
O 0.628 -6.223 -0.157
O 0.197 -8.230 -1.050
H -0.481 -9.525 -2.543
H -1.683 -9.040 -1.342
H -0.520 -7.379 -3.629
H -2.190 -7.423 -3.050
C -4.862 -12.641 -1.647
C -4.681 -11.412 -0.786
O -3.478 -10.844 -1.320
C -3.341 -11.277 -2.591
O -2.549 -10.857 -3.348
O -4.233 -12.250 -2.876
H -5.906 -12.893 -1.809
H -4.344 -13.514 -1.247
H -5.493 -10.693 -0.902
H -4.566 -11.646 0.268
C 2.048 7.789 7.505
C 2.920 7.964 8.727
O 3.945 6.992 8.514
C 4.015 6.748 7.179
O 4.861 6.124 6.669
O 2.979 7.322 6.524
H 1.581 8.715 7.183
H 1.274 7.032 7.645
H 3.376 8.955 8.777
H 2.389 7.772 9.655
C 1.752 -10.503 -6.050
C 0.421 -10.568 -5.338
O 0.170 -9.190 -5.032
C 0.870 -8.435 -5.914
O 0.749 -7.279 -6.031
O 1.725 -9.196 -6.636
H 1.861 -11.268 -6.814
H 2.599 -10.564 -5.364
H -0.381 -10.939 -5.977
H 0.454 -11.166 -4.432

Record 12
C28H26Cl16F3NO4SSi2 | ωB97M-V/def2-TZVPD

Values from the calculation:
Highest occupied orbital energy, eV: -8.717
Total charge: 0
Lowest unoccupied orbital energy, eV: -2.16

CARTESIAN COORDINATES (ANGSTROEM)
C 1.846 -3.646 -0.561
Si 2.947 -2.211 -1.327
C 4.815 -2.746 -1.468
C 2.324 -2.062 -3.183
C 2.720 -0.529 -0.345
C 3.394 -0.361 1.005
S 4.430 -1.690 1.845
C 3.211 1.057 1.873
O 4.187 1.551 2.642
C 1.733 1.804 1.640
C 1.095 2.682 2.897
F 1.767 2.885 4.213
C -0.372 3.377 2.592
C -1.139 3.190 1.117
O -2.420 3.896 0.993
N -2.327 4.991 0.210
O -1.196 5.453 0.215
C -0.538 2.307 -0.134
C -1.213 2.048 -1.586
F -0.420 2.859 -2.584
F -1.115 0.621 -2.078
C -2.771 2.464 -1.793
C -3.552 1.658 -3.011
Si -4.737 0.325 -2.281
C -6.400 1.249 -1.813
C -5.250 -1.058 -3.538
C -4.091 -0.566 -0.701
C -3.899 0.112 0.785
C -3.352 -0.664 2.128
C -2.993 -2.261 2.016
C -3.187 -2.990 0.538
C -3.714 -2.188 -0.823
C 0.963 1.628 0.165
C 1.816 0.747 -0.940
O 1.883 0.986 -2.252
H 2.339 -4.660 -0.933
H 0.807 -3.576 -1.132
H 1.750 -3.569 0.604
H 5.257 -3.193 -0.482
H 5.397 -1.826 -1.899
H 4.826 -3.631 -2.266
H 2.596 -2.998 -3.832
H 1.189 -1.739 -3.250
H 2.935 -1.135 -3.621
H 3.606 -2.829 1.904
H -0.832 4.040 3.467
H -3.453 2.338 -0.837
H -2.805 3.607 -2.071
H -2.834 1.272 -3.860
H -4.250 2.475 -3.531
H -6.650 2.034 -2.675
H -7.321 0.513 -1.747
H -6.284 1.892 -0.819
H -6.188 -1.691 -3.197
H -5.484 -0.605 -4.603
H -4.342 -1.790 -3.662
H -4.176 1.258 0.916
H -3.216 -0.089 3.155
H -2.625 -2.802 2.987
H -2.935 -4.151 0.512
H -3.829 -2.816 -1.806
C 7.479 0.253 4.439
Cl 8.443 -1.219 4.716
Cl 8.440 1.685 4.886
Cl 7.030 0.353 2.718
Cl 6.003 0.193 5.435
C 11.379 1.739 1.789
Cl 10.578 0.688 2.984
Cl 11.431 3.410 2.407
Cl 13.039 1.159 1.505
Cl 10.467 1.700 0.259
C -3.621 3.142 4.713
Cl -3.466 1.797 3.554
Cl -2.391 2.970 5.990
Cl -3.382 4.690 3.862
Cl -5.245 3.112 5.444
C -4.821 -5.384 -3.695
Cl -3.512 -4.177 -3.641
Cl -6.383 -4.557 -3.924
Cl -4.539 -6.506 -5.051
Cl -4.851 -6.297 -2.165